Record 1
56
Properties=species:S:1:pos:R:3 method="wB97M-V/def2-TZVPD" homo_lumo_gap_ev=1.97 charge=-1 max_force_ev_per_a=1.762 e_tot_ha=-1638.77550 relative_energy_kj_mol=0.00
N 0.95 -1.86 -2.32
C 1.24 -2.55 -1.08
C 2.59 -2.12 -0.43
C 2.40 -0.76 0.21
N 3.66 -0.17 0.70
C 3.45 0.76 1.80
C 2.66 2.01 1.44
C 3.26 3.05 0.74
C 2.58 4.21 0.41
C 1.26 4.35 0.81
C 0.65 3.32 1.51
C 1.33 2.16 1.83
O 0.69 1.15 2.54
H 0.54 -0.97 -2.08
H 0.48 -2.27 -0.33
H 1.21 -3.64 -1.20
H 3.37 -2.09 -1.19
H 2.85 -2.86 0.33
H 1.92 -0.08 -0.50
H 1.74 -0.90 1.07
H 4.17 0.27 -0.05
H 2.96 0.26 2.62
H 4.43 1.09 2.15
H 4.30 2.93 0.44
H 3.07 5.00 -0.14
H 0.71 5.25 0.59
H -0.38 3.46 1.83
H 0.66 1.43 3.46
C -1.99 -5.26 -5.12
C -1.69 -5.71 -6.34
C -0.60 -5.10 -7.17
O -0.39 -5.60 -8.27
C 0.12 -3.99 -6.63
C -0.16 -3.50 -5.39
C -1.26 -4.14 -4.54
O -1.51 -3.71 -3.44
O 0.51 -2.49 -4.92
O -2.32 -6.73 -6.93
H -2.78 -5.70 -4.53
H 0.89 -3.55 -7.24
H 0.27 -2.23 -3.95
H -1.88 -6.83 -7.80
C -2.75 2.29 3.75
C -3.91 2.92 3.54
C -4.52 3.83 4.57
O -5.57 4.38 4.30
C -3.83 4.01 5.84
C -2.66 3.38 6.05
C -2.05 2.49 5.01
O -0.98 1.96 5.27
O -1.97 3.49 7.18
O -4.61 2.79 2.42
H -2.30 1.63 3.02
H -4.28 4.66 6.57
H -1.18 2.94 7.06
H -5.40 3.35 2.53



Record 2
52
Properties=species:S:1:pos:R:3 method="wB97M-V/def2-TZVPD" homo_lumo_gap_ev=8.94 max_force_ev_per_a=0.920 e_tot_ha=-1640.36384 smiles="COCCn1c(SCC(=O)N2CCCc3ccccc32)nc2ccccc2c1=O" relative_energy_kj_mol=61.52
C 0.47 3.14 -0.76
O -0.91 2.89 -0.85
C -1.62 3.11 0.34
C -1.61 1.92 1.31
N -2.32 0.79 0.75
C -1.70 -0.23 0.10
N -2.29 -1.22 -0.47
C -3.66 -1.28 -0.44
C -4.31 -2.34 -1.06
C -5.69 -2.41 -1.02
C -6.43 -1.42 -0.38
C -5.80 -0.37 0.24
C -4.41 -0.28 0.21
C -3.72 0.83 0.84
O -4.26 1.75 1.42
H -6.35 0.41 0.74
H -7.51 -1.49 -0.36
H -6.20 -3.23 -1.50
H -3.72 -3.10 -1.55
S 0.06 -0.21 0.06
C 0.41 -1.77 -0.81
H 0.66 -1.53 -1.84
H -0.52 -2.35 -0.78
C 1.50 -2.54 -0.09
O 1.29 -3.64 0.38
N 2.70 -1.91 0.06
C 3.02 -0.65 -0.48
C 2.99 -0.38 -1.84
C 3.33 0.88 -2.29
C 3.72 1.86 -1.40
C 3.80 1.58 -0.04
C 3.45 0.33 0.43
C 3.56 -0.12 1.85
C 4.37 -1.42 1.83
C 3.65 -2.49 1.00
H 3.08 -3.17 1.64
H 4.38 -3.10 0.44
H 5.35 -1.21 1.39
H 4.53 -1.79 2.84
H 2.57 -0.32 2.26
H 4.06 0.63 2.46
H 4.13 2.34 0.66
H 3.99 2.85 -1.75
H 3.31 1.09 -3.35
H 2.73 -1.16 -2.54
H -2.13 2.21 2.22
H -0.58 1.62 1.54
H -2.66 3.30 0.04
H -1.24 4.00 0.86
H 0.66 4.18 -0.47
H 0.97 2.47 -0.06
H 0.88 2.97 -1.76



Record 3
53
Properties=species:S:1:pos:R:3 method="wB97M-V/def2-TZVPD" homo_lumo_gap_ev=8.34 max_force_ev_per_a=0.962 e_tot_ha=-1392.67854 smiles="COc1ccc(NC(=O)CCNC(=O)Cn2ccc3ccccc3c2=O)c(OC)c1" relative_energy_kj_mol=52.26
C -5.23 -0.43 -0.93
H -5.23 -0.13 -1.98
O -4.53 0.50 -0.13
C -3.21 0.71 -0.40
C -2.47 0.05 -1.36
C -1.13 0.36 -1.54
C -0.52 1.34 -0.77
C -1.27 2.01 0.21
C -2.60 1.69 0.39
H -3.21 2.18 1.14
O -0.59 2.97 0.92
C -1.26 3.62 1.97
H -0.53 4.30 2.41
H -1.60 2.91 2.73
H -2.12 4.19 1.60
N 0.81 1.74 -0.95
C 1.81 1.09 -1.59
O 1.70 0.00 -2.09
C 3.12 1.88 -1.61
H 3.84 1.27 -2.15
H 2.97 2.82 -2.14
C 3.65 2.14 -0.19
N 3.52 0.95 0.63
C 4.23 -0.16 0.36
O 5.18 -0.21 -0.38
C 3.69 -1.38 1.12
N 2.38 -1.76 0.63
C 2.28 -2.65 -0.39
C 1.09 -3.13 -0.82
C -0.11 -2.72 -0.16
C -1.36 -3.27 -0.45
C -2.48 -2.87 0.25
C -2.38 -1.90 1.25
C -1.16 -1.34 1.54
C -0.01 -1.75 0.85
C 1.27 -1.18 1.22
O 1.41 -0.25 2.01
H -1.05 -0.59 2.31
H -3.26 -1.60 1.79
H -3.44 -3.32 0.04
H -1.44 -4.02 -1.22
H 1.04 -3.83 -1.64
H 3.21 -2.95 -0.84
H 4.39 -2.21 0.98
H 3.61 -1.14 2.18
H 2.70 0.85 1.22
H 3.11 2.95 0.31
H 4.71 2.40 -0.25
H 1.02 2.60 -0.45
H -0.55 -0.16 -2.28
H -2.91 -0.71 -1.99
H -4.81 -1.43 -0.83
H -6.25 -0.42 -0.55



Record 4
56
Properties=species:S:1:pos:R:3 method="wB97M-V/def2-TZVPD" homo_lumo_gap_ev=8.61 max_force_ev_per_a=0.444 e_tot_ha=-1536.19883 smiles="O=NOc1cccc2c1C(=O)C=CC2=O.CC#N.CC#N.CC#N.CC#N.CC#N.CC#N"
O 4.87 -4.84 1.36
N 5.55 -4.28 0.63
O 4.78 -3.72 -0.54
C 4.16 -2.54 -0.18
C 4.94 -1.39 -0.09
C 4.37 -0.18 0.26
C 3.01 -0.11 0.52
C 2.23 -1.25 0.41
C 2.79 -2.48 0.05
C 1.87 -3.65 -0.10
O 2.18 -4.81 0.09
C 0.47 -3.30 -0.48
C -0.07 -2.13 -0.12
C 0.76 -1.17 0.66
O 0.29 -0.40 1.46
H 6.00 -1.46 -0.29
H 4.98 0.71 0.31
H 2.55 0.83 0.79
H -0.09 -4.04 -1.03
H -1.08 -1.86 -0.36
C -1.65 2.24 0.74
C -1.77 1.22 -0.29
N -1.87 0.41 -1.10
H -1.68 1.78 1.73
H -0.70 2.77 0.65
H -2.44 2.97 0.66
C -4.63 0.79 -3.41
C -5.79 1.46 -3.96
N -6.71 1.99 -4.40
H -3.71 1.32 -3.68
H -4.68 0.76 -2.32
H -4.55 -0.23 -3.77
C 5.82 -8.35 1.27
C 7.21 -8.77 1.19
N 8.31 -9.09 1.13
H 5.31 -8.88 2.07
H 5.75 -7.28 1.47
H 5.30 -8.56 0.34
C -5.05 6.01 0.56
C -3.64 5.65 0.60
N -2.53 5.37 0.62
H -5.61 5.43 1.28
H -5.18 7.06 0.79
H -5.48 5.81 -0.42
C -8.28 3.59 3.72
C -7.99 4.06 2.38
N -7.76 4.43 1.32
H -8.43 4.43 4.40
H -9.19 2.98 3.72
H -7.46 2.98 4.10
C 4.01 2.93 -2.94
C 4.25 3.01 -1.50
N 4.44 3.08 -0.37
H 4.68 2.20 -3.39
H 2.99 2.62 -3.13
H 4.17 3.90 -3.41



Record 5
51
Properties=species:S:1:pos:R:3 method="wB97M-V/def2-TZVPD" homo_lumo_gap_ev=6.26 charge=+3 max_force_ev_per_a=1.160 e_tot_ha=-1600.71360 relative_energy_kj_mol=96.23
Pd -0.87 -0.07 0.36
O -1.70 -3.77 -0.71
C -1.19 -2.70 -0.79
O -1.81 -1.66 -0.16
C 0.07 -2.35 -1.58
P 0.97 -0.99 -0.81
C 1.19 -1.21 0.93
C 1.01 -2.45 1.57
C 1.30 -2.57 2.91
C 1.74 -1.45 3.63
C 1.90 -0.21 3.02
C 1.63 -0.08 1.67
C 2.40 -0.51 -1.66
C 2.31 -0.14 -3.03
C 3.45 0.13 -3.74
C 4.69 0.05 -3.10
C 4.79 -0.28 -1.74
C 3.66 -0.53 -1.01
H -0.25 -2.07 -2.58
H 0.74 -3.21 -1.68
H 0.67 -3.33 1.03
H 1.20 -3.52 3.41
H 1.97 -1.56 4.69
H 2.24 0.65 3.59
H 1.81 0.87 1.18
H 1.34 -0.09 -3.51
H 3.40 0.40 -4.79
H 5.59 0.25 -3.66
H 5.77 -0.34 -1.28
H 3.73 -0.79 0.04
O -1.34 -0.22 2.74
C -2.48 0.57 3.21
C -3.08 1.19 1.97
C -2.14 2.21 1.29
C -2.38 2.24 -0.19
C -3.06 3.22 -0.89
C -3.27 3.07 -2.25
C -2.81 1.93 -2.90
C -2.12 0.99 -2.17
N -1.91 1.16 -0.85
H -1.27 -1.02 3.27
H -2.10 1.31 3.92
H -3.20 -0.07 3.70
H -4.05 1.65 2.17
H -3.29 0.36 1.28
H -1.07 1.96 1.48
H -2.25 3.20 1.74
H -3.42 4.09 -0.35
H -3.81 3.83 -2.80
H -2.98 1.77 -3.95
H -1.75 0.08 -2.61